DFT (ωB97M-V/def2-TZVPD) results for a molecular structure, C29H35Cl2MnN7S at a distorted geometry.

Geometry (Å):
Mn 0.09170 -0.08104 -0.68982
C -3.29660 -0.64119 -0.53093
N -2.85486 -2.02887 -0.37479
C -3.18758 -2.88169 -1.52611
C -1.75417 -2.29182 0.37255
N -0.90903 -1.34325 0.71424
C -0.22421 -1.41698 1.94015
C -0.82157 -1.91558 3.10011
C -0.11272 -2.05409 4.28213
C 1.23354 -1.70867 4.30832
C 1.80290 -1.12340 3.18605
C 1.06168 -0.89374 2.02373
N 1.58393 -0.23837 0.89172
C 2.49736 0.70480 1.03136
N 2.56034 1.58278 2.05583
C 3.83091 2.04463 2.59915
C 1.38778 1.97081 2.82762
N 3.46372 0.83282 0.08289
C 3.99373 2.12641 -0.32687
C 3.98766 -0.33405 -0.61975
N -1.60465 -3.59001 0.75394
C -0.29673 -4.16316 1.02892
C -2.73525 -4.46054 1.04320
H -4.31810 -0.65996 -0.91191
H -2.68014 -0.09047 -1.22677
H -3.28148 -0.12981 0.42719
H -2.81224 -2.42671 -2.44400
H -4.27079 -2.98865 -1.60098
H -2.74095 -3.86562 -1.42341
H -1.87048 -2.19514 3.06391
H -0.60118 -2.44262 5.16881
H 1.83049 -1.87340 5.19657
H 2.84583 -0.82102 3.20881
H 4.66237 1.51813 2.13729
H 3.84944 1.83905 3.67328
H 3.96512 3.12098 2.45907
H 0.48947 1.78772 2.25424
H 1.45127 3.04013 3.03835
H 1.32712 1.42653 3.77252
H 5.03811 2.25804 -0.02926
H 3.39842 2.92671 0.10446
H 3.94118 2.20757 -1.41214
H 3.40045 -1.20829 -0.36020
H 3.94573 -0.18925 -1.69748
H 5.03015 -0.50441 -0.33462
H 0.48413 -3.54638 0.59265
H -0.24988 -5.15446 0.57671
H -0.10590 -4.25749 2.09815
H -3.66652 -3.91076 0.95373
H -2.64566 -4.83960 2.06560
H -2.76093 -5.31969 0.36827
Cl 1.54682 1.18523 -2.34696
C 0.75947 0.96448 -3.89113
C 1.06735 1.86210 -4.89611
C 0.45153 1.72647 -6.12668
C -0.45621 0.69934 -6.32224
C -0.73766 -0.19137 -5.29691
Cl -1.87946 -1.45871 -5.62635
C -0.13595 -0.09561 -4.02556
S -0.47656 -1.22751 -2.73884
H 1.77473 2.66136 -4.70812
H 0.67240 2.42179 -6.92775
H -0.96263 0.58130 -7.27347
N -4.03809 5.95811 0.99549
C -3.36896 5.05949 0.72544
C -2.53143 3.92241 0.38919
C -1.99716 3.78801 -0.89048
C -1.21917 2.68048 -1.20266
C -0.94226 1.66712 -0.28253
C -1.50740 1.82985 0.98939
C -2.27881 2.93099 1.33796
H -2.19895 4.54954 -1.63414
H -0.82587 2.60841 -2.21291
H -1.36999 1.05437 1.74001
H -2.69865 3.02544 2.33290

- E_HOMO (alpha / beta) (eV) = -7.4259 / -7.0669
- orbital gap (alpha / beta) (eV) = 7.79 / 7.43
- LUMO (alpha / beta) (Eh) = 0.0134 / 0.0134
- total energy (eV) = -108271.1278
- 2S+1 = 2

=====

DFT (ωB97M-V/def2-TZVPD) results for a molecular structure, C29H35Cl3N4O2P2Ti at a distorted geometry.

Geometry (Å):
Ti 0.59271 -3.38673 0.55092
C 1.45924 5.73273 -0.41503
C 0.61805 5.11118 0.43409
C -0.87268 5.11769 0.32651
C -1.45752 5.47300 -1.04701
C -1.07185 4.54988 -2.16108
C -0.00410 4.63053 -2.97567
C 1.02883 5.71692 -2.93906
C 1.12478 6.52822 -1.63521
C 0.55237 -4.82123 -1.00745
H 2.52811 5.76341 -0.21203
H 0.99893 4.61611 1.32796
H -1.28464 5.83722 1.05550
H -1.26732 4.12837 0.61275
H -2.54196 5.32742 -0.95503
H -1.32493 6.53606 -1.26568
H -1.83540 3.78933 -2.31541
H 0.13259 3.92628 -3.79630
H 0.84079 6.43325 -3.75812
H 2.02170 5.28111 -3.13550
H 1.99791 7.18244 -1.76328
H 0.26837 7.20276 -1.53424
H 1.56461 -5.29014 -0.96126
H 0.30739 -4.72461 -2.08485
H -0.18860 -5.54792 -0.59313
P -0.89197 -1.98972 -0.88681
P 0.27575 -1.21595 1.64676
N -0.49805 -1.60188 -2.58939
N -2.54049 -2.72307 -1.19157
N 1.51804 0.07547 1.41053
N 0.28175 -1.21021 3.42240
C -1.40090 -0.33562 -0.31163
C -1.21646 -0.25958 1.19872
C 0.78553 -1.83880 -3.09537
C 0.85976 -1.32429 -4.38452
C -0.42972 -0.77307 -4.70365
C -1.24138 -0.96165 -3.58438
C -2.72671 -3.97954 -1.77148
C -4.07216 -4.34182 -1.66283
C -4.75424 -3.25748 -1.02301
C -3.79433 -2.27244 -0.76667
C 2.81874 -0.22172 0.99483
C 3.49729 0.96750 0.76030
C 2.58710 2.04633 1.04062
C 1.38841 1.46118 1.44434
C 0.39547 -0.16285 4.34133
C 0.14313 -0.66227 5.61787
C -0.12110 -2.07083 5.47680
C -0.01472 -2.38047 4.12897
H -2.41186 -0.09550 -0.64421
H -0.78510 0.40411 -0.82360
H -1.20306 0.75351 1.58394
H -2.09293 -0.70419 1.67378
H 1.51221 -2.34516 -2.47949
H 1.73972 -1.32799 -5.01223
H -0.67117 -0.27801 -5.63008
H -2.28343 -0.68979 -3.44114
H -1.88504 -4.51368 -2.17948
H -4.49392 -5.29826 -1.94466
H -5.79383 -3.25031 -0.74069
H -3.93133 -1.31096 -0.28978
H 3.11336 -1.25356 0.88375
H 4.52160 1.05317 0.43081
H 2.81750 3.09067 0.94702
H 0.45837 1.96374 1.70354
H 0.62630 0.85114 4.03446
H 0.09986 -0.11738 6.54633
H -0.37295 -2.77509 6.24581
H -0.15100 -3.31449 3.59863
Cl 1.91277 -5.56087 4.91916
C 2.66588 -5.57622 3.29994
Cl 4.21654 -4.68377 3.34546
Cl 2.97294 -7.24472 2.75007
C 1.68720 -4.83723 2.26491
O 0.47025 -5.12334 2.12748
O 2.22502 -3.89632 1.56577

- E_HOMO (alpha / beta) (eV) = -7.3371 / -8.5079
- orbital gap (alpha / beta) (eV) = 6.93 / 7.44
- relative energy (zero: lowest compared OMol25 entry of this formula, charge and spin) (eV) = 0.000
- LUMO (alpha / beta) (Eh) = -0.0149 / -0.0392
- total energy (eV) = -119953.6897
- 2S+1 = 3

=====

DFT (ωB97M-V/def2-TZVPD) results for a molecular structure, C29H35DyN6O6S at a distorted geometry.

Geometry (Å):
Dy -1.09207 -0.28715 1.47543
O -0.50133 1.25231 2.88564
C -0.68340 2.53150 3.08726
C 0.08932 3.23486 4.02757
C -0.06603 4.55844 4.26876
C -1.03310 5.33744 3.54570
C -1.78096 4.74177 2.62160
C -1.58086 3.36159 2.30841
C -2.35319 2.85934 1.25107
N -2.56149 1.57459 0.97514
N -3.72119 1.13812 0.56962
C -4.10376 -0.03935 1.10081
O -3.35605 -0.77749 1.82536
C -5.49532 -0.41467 0.96674
C -5.99237 -1.54911 1.66558
C -7.35717 -1.81145 1.62480
C -8.28783 -0.91347 1.11460
C -7.78715 0.30428 0.59331
C -6.42540 0.50869 0.48301
H 0.76451 2.56298 4.56260
H 0.49965 5.08372 5.06855
H -1.05320 6.42246 3.67155
H -2.64026 5.28988 2.19424
H -2.98113 3.54911 0.71276
H -5.29428 -2.18660 2.21605
H -7.79467 -2.75952 1.96905
H -9.33871 -1.20313 1.13997
H -8.40285 1.13189 0.39323
H -5.98914 1.40233 0.03151
C -1.28860 -1.04466 -2.51610
C -1.12663 -2.08532 -1.53814
N -0.83132 -1.91287 -0.25097
C -0.74611 -3.18357 0.34892
C -0.87315 -4.12198 -0.67701
N -1.15659 -3.38911 -1.80772
C -0.76598 -5.58446 -0.79280
O -0.46554 -6.22308 0.38736
O -1.01722 -6.15224 -1.87003
C -0.54960 -3.25156 1.77175
O -0.41251 -4.39321 2.26326
O -0.62015 -2.16971 2.47972
H -0.66115 -0.18545 -2.27883
H -2.32436 -0.71917 -2.52164
H -1.06696 -1.37202 -3.55760
H -1.28753 -3.88715 -2.67275
H -0.39573 -5.54408 1.10984
C 3.61100 2.61883 -4.70666
C 3.53735 3.61892 -3.52813
C 3.57212 2.92479 -2.11353
C 2.28813 2.16746 -1.71516
N 2.35517 0.71679 -1.71638
C 2.30678 -0.14992 -0.61692
S 1.70888 0.34298 0.85939
N 2.77779 -1.40000 -0.88116
C 3.20617 -2.35577 0.15849
C 4.39791 -1.80277 1.00863
C 5.53113 -1.24791 0.13970
C 6.16543 -2.20958 -0.83166
H 3.94175 3.09871 -5.66040
H 2.60470 2.24266 -4.93845
H 4.23861 1.72034 -4.58950
H 2.64211 4.23352 -3.72403
H 4.40908 4.33138 -3.54166
H 3.67444 3.76083 -1.38816
H 4.44863 2.19796 -2.08279
H 1.47829 2.44496 -2.38682
H 1.96541 2.53282 -0.74196
H 2.58858 0.29264 -2.63420
H 3.13883 -1.52615 -1.80253
H 3.49310 -3.25864 -0.42734
H 2.34636 -2.54263 0.82512
H 4.79022 -2.71964 1.54752
H 4.10129 -1.09119 1.80567
H 6.28665 -0.94347 0.88040
H 5.24175 -0.33044 -0.38186
H 6.54055 -3.06104 -0.20349
H 7.02013 -1.71875 -1.26637
H 5.50020 -2.57141 -1.57295

- E_HOMO (alpha / beta) (eV) = -7.0427 / -7.0501
- orbital gap (alpha / beta) (eV) = 6.74 / 6.75
- relative energy (zero: lowest compared OMol25 entry of this formula, charge and spin) (eV) = 0.000
- LUMO (alpha / beta) (Eh) = -0.0112 / -0.0111
- total energy (eV) = -86789.3700
- 2S+1 = 6

=====

DFT (ωB97M-V/def2-TZVPD) results for a molecular structure, C29H35F4N3O3P2PtS.

Geometry (Å):
Pt -0.44006 0.61930 0.25666
C 2.50410 -1.82339 -2.65248
C 1.55102 -0.93259 -3.43212
N 0.87590 0.15987 -2.69802
C -0.01634 0.82242 -3.67022
C -0.85587 1.96943 -3.12798
C 1.79420 1.12718 -2.12085
C 2.52642 0.63996 -0.87364
N 1.58376 -0.01871 0.04633
C 1.87439 -1.08543 0.70572
C 0.65976 -1.75610 1.37508
F 0.23734 -0.96527 2.41448
C 0.90167 -3.10120 2.01146
F -0.19813 -3.63828 2.50309
C 2.11805 -3.57517 2.21678
C 3.23176 -2.86306 1.63385
F 4.41689 -3.38169 1.83961
C 3.14101 -1.71966 0.91455
F 4.26174 -1.14253 0.47474
H 2.67022 -2.73294 -3.22679
H 2.07946 -2.13536 -1.69815
H 3.48277 -1.37232 -2.48919
H 0.75342 -1.56091 -3.83256
H 2.08414 -0.51178 -4.29762
H -0.67958 0.04814 -4.05766
H 0.56526 1.18592 -4.53042
H -1.34785 1.69810 -2.18948
H -1.62653 2.22375 -3.85640
H -0.27434 2.87749 -2.95933
H 1.20593 2.00325 -1.84223
H 2.55542 1.47000 -2.83936
H 2.98596 1.49653 -0.37441
H 3.32301 -0.04292 -1.13029
H 2.30336 -4.47855 2.78061
C -3.35045 -0.43320 1.53423
P -2.60921 1.01847 0.76093
C -3.73990 1.50263 -0.56192
C -2.65016 2.37794 1.94404
C -3.76277 2.69434 2.71557
C -3.71711 3.79050 3.56374
C -2.57316 4.57647 3.63374
C -1.46478 4.27148 2.85820
C -1.50250 3.16483 2.01578
P -0.11996 2.70665 0.94804
C 0.01756 4.01677 -0.28460
C 1.38169 2.81346 1.94063
H -2.75018 -0.74999 2.38625
H -3.40267 -1.24164 0.80370
H -4.36227 -0.20091 1.86850
H -4.71985 1.71307 -0.13038
H -3.83765 0.69800 -1.28886
H -3.37382 2.40021 -1.05937
H -4.66266 2.09355 2.66788
H -4.57608 4.03405 4.17401
H -2.54476 5.42927 4.29819
H -0.58141 4.89461 2.92497
H 0.07366 4.97111 0.24224
H -0.85468 4.02231 -0.93727
H 0.91848 3.89009 -0.88606
H 1.48250 3.81937 2.35025
H 2.25233 2.60781 1.31880
H 1.33851 2.09317 2.75649
O 0.67998 -4.60963 -2.64563
S 0.07518 -5.06563 -1.41981
O -1.57544 -5.00201 -1.59492
N 0.21024 -3.74401 -0.34004
C -0.55478 -2.75529 -0.48657
O -0.42930 -1.70161 0.44015
C -1.60292 -2.61123 -1.48138
C -2.10245 -1.40619 -1.97932
C -3.10101 -1.40640 -2.92880
C -3.62642 -2.61509 -3.39017
C -3.12274 -3.81861 -2.93920
C -2.09541 -3.80973 -2.00864
H -1.64596 -0.47265 -1.67622
H -3.46019 -0.47264 -3.34224
H -4.41264 -2.61215 -4.13302
H -3.48585 -4.76704 -3.30986

- E_HOMO (eV) = -14.0452
- orbital gap (eV) = 7.38
- relative energy (zero: lowest compared OMol25 entry of this formula, charge and spin) (eV) = 0.000
- LUMO (Eh) = -0.2449
- charge = +2
- total energy (eV) = -84769.4218
- 2S+1 = 1

=====

DFT (ωB97M-V/def2-TZVPD) results for a molecular structure, C29H35F5N3OSTeTi.

Geometry (Å):
Ti 0.30091 0.63375 0.46021
N 0.14811 1.72257 2.41645
C 1.39931 2.28361 2.96641
C 2.36548 1.18260 3.37982
C 2.95706 0.40688 2.21198
N 1.96653 -0.46959 1.54957
H -0.46592 2.46108 2.07611
H -0.36940 1.24844 3.15205
H 1.18889 2.93580 3.81802
H 1.85676 2.88721 2.18030
H 1.88075 0.50543 4.09386
H 3.19667 1.64754 3.91398
H 3.81836 -0.17520 2.54932
H 3.31771 1.11515 1.46382
H 1.64124 -1.18763 2.19175
H 2.40119 -0.97655 0.78033
F -5.18395 -3.29755 0.31477
C -3.96634 -2.85363 0.00113
C -3.30094 -1.98336 0.84496
F -3.86533 -1.58040 1.98523
C -2.04477 -1.54823 0.48385
F -1.40848 -0.69359 1.35003
C -1.38779 -1.91486 -0.67779
S 0.21250 -1.32038 -1.08060
C -2.08954 -2.79558 -1.49746
F -1.54803 -3.21794 -2.64040
C -3.35247 -3.25838 -1.17129
F -3.99117 -4.09701 -1.98676
C -0.61829 3.23182 -2.02593
C -0.22944 2.38023 -0.85335
O -1.21420 1.90120 -0.11300
N 1.00021 2.05499 -0.55098
Te 3.24565 0.88419 -2.34317
C 4.86791 -0.05984 -3.34177
C 4.82129 -1.44210 -3.55330
C 3.65270 -2.30304 -3.14300
C 5.91424 -2.07658 -4.14064
C 7.04676 -1.37849 -4.52889
C 8.21075 -2.07645 -5.17728
C 7.05912 -0.00199 -4.34026
C 5.98666 0.67275 -3.76848
C 6.07012 2.16996 -3.63807
C 4.44819 1.77286 -0.83079
C 5.32334 0.99932 -0.05433
C 5.50681 -0.48191 -0.24628
C 6.04566 1.61394 0.96803
C 5.91169 2.96302 1.25577
C 6.69831 3.60867 2.36397
C 5.04633 3.71226 0.46805
C 4.32793 3.15042 -0.58283
C 3.46774 4.05272 -1.42232
H -1.42813 2.75166 -2.57411
H 0.23815 3.39936 -2.67524
H -0.99378 4.19022 -1.66075
H 2.68943 -1.80355 -3.22878
H 3.75361 -2.61675 -2.09920
H 3.61947 -3.20501 -3.75355
H 5.87124 -3.14949 -4.29894
H 8.19021 -3.14751 -4.97776
H 9.15972 -1.67911 -4.81571
H 8.19059 -1.94015 -6.26076
H 7.92559 0.56866 -4.65948
H 6.89104 2.55808 -4.24093
H 6.23288 2.47888 -2.60428
H 5.14326 2.64002 -3.97165
H 6.02951 -0.91451 0.60704
H 6.07904 -0.70734 -1.14744
H 4.54335 -0.98439 -0.36979
H 6.72436 1.00930 1.56154
H 7.20602 2.86278 2.97505
H 6.05313 4.20197 3.01412
H 7.45749 4.28210 1.96135
H 4.94129 4.77557 0.65954
H 3.70041 5.09746 -1.21635
H 2.41145 3.86825 -1.22589
H 3.62717 3.86063 -2.48516

- E_HOMO (alpha / beta) (eV) = -7.1148 / -7.3984
- orbital gap (alpha / beta) (eV) = 7.07 / 7.34
- relative energy (zero: lowest compared OMol25 entry of this formula, charge and spin) (eV) = 0.009
- LUMO (alpha / beta) (Eh) = -0.0018 / -0.0020
- total energy (eV) = -91992.2148
- 2S+1 = 2

=====

DFT (ωB97M-V/def2-TZVPD) results for a molecular structure, C29H35N5O4SZr at a distorted geometry.

Geometry (Å):
Zr -0.20649 0.67306 0.00568
C 4.65222 2.59306 -1.85785
C 3.41872 1.91779 -1.34547
N 3.30428 0.65165 -1.22940
O 4.38154 -0.10535 -1.58475
C 2.22751 2.72398 -0.92386
C 2.21198 4.20885 -0.95604
N 1.21526 2.05469 -0.52496
O 0.08812 2.61671 -0.04374
H 4.84569 2.30359 -2.89388
H 5.52517 2.32019 -1.25923
H 4.55489 3.67372 -1.82758
H 5.11528 0.44835 -1.90215
H 3.06699 4.61669 -0.41590
H 1.29118 4.56092 -0.49802
H 2.25674 4.58218 -1.98104
O -7.47624 2.19377 -0.68741
C -6.65889 1.25915 -0.19631
O -7.04052 0.48066 0.62833
C -5.24039 1.20463 -0.71554
C -4.67863 2.10772 -1.61656
C -3.37882 1.94323 -2.06368
C -2.60666 0.87799 -1.60199
S -1.02151 0.51238 -2.32028
C -3.15064 0.00802 -0.64637
C -4.46040 0.16220 -0.22928
H -7.07518 2.75053 -1.36102
H -5.23591 2.95221 -2.00379
H -2.95928 2.62623 -2.78988
H -2.55470 -0.80681 -0.24850
H -4.91645 -0.51853 0.47838
C 1.20749 -4.50411 -0.44577
C 1.24698 -3.02255 -0.01285
N 0.36735 -2.20180 -0.86897
C 0.96470 -2.15631 -2.22177
C 1.32893 -3.57785 -2.70350
N 0.62019 -4.55188 -1.81805
C -0.83110 -4.20114 -1.74185
C -0.94534 -2.86384 -0.97414
H 0.57595 -5.10395 0.20750
H 2.20223 -4.94466 -0.46263
H 2.25828 -2.62638 -0.09219
H 0.93561 -2.94083 1.02606
H 1.85472 -1.53635 -2.20067
H 0.24612 -1.69649 -2.89456
H 2.39794 -3.77248 -2.63033
H 1.01795 -3.74621 -3.73253
H 0.72397 -5.49090 -2.20090
H -1.36119 -5.00459 -1.23473
H -1.20999 -4.12054 -2.75924
H -1.33289 -3.02236 0.03290
H -1.62274 -2.20798 -1.51675
C 3.15995 -1.42690 3.48829
C 1.97055 -1.66819 4.16635
C 0.75388 -1.32647 3.59544
C 0.72091 -0.74513 2.33322
C 1.91891 -0.52200 1.64553
C 3.13374 -0.85740 2.22457
N -0.49921 -0.25711 1.77777
C -0.83978 1.02414 2.29076
C 0.07119 1.84001 2.99586
C -0.23109 3.16165 3.25239
C -1.42670 3.72529 2.81635
C -2.35360 2.92443 2.17836
C -2.07578 1.58620 1.91627
H 4.10624 -1.67069 3.95150
H 1.98920 -2.10858 5.15463
H -0.17773 -1.48044 4.12547
H 1.90551 -0.08200 0.63771
H 4.06303 -0.66220 1.70336
H 1.00756 1.43828 3.35529
H 0.47773 3.76726 3.80263
H -1.64268 4.76721 3.00739
H -3.32028 3.32719 1.90493
H -2.85158 0.94519 1.53304

- E_HOMO (eV) = -13.2842
- orbital gap (eV) = 7.33
- relative energy (zero: lowest compared OMol25 entry of this formula, charge and spin) (eV) = 1.922
- LUMO (Eh) = -0.2189
- charge = +2
- total energy (eV) = -58382.1942
- 2S+1 = 1